Computed, not measured: a molecular structure, C43H30N7OS2Tc, with wB97M-V/def2-TZVPD.

As for the spin multiplicity: 2. The net charge is +1. The energy above the lowest of the compared OMol25 structures with the same formula, charge and spin comes out at 4.220 eV. Its orbital gap (alpha / beta) is 5.364 / 5.419 eV. The expectation value of S² is 0.8096. The calculation puts the HOMO energy (alpha / beta) at -10.087 / -10.142 eV. The max |F| is 3.79 eV/A. As for the LUMO energy (alpha / beta): -4.72 / -4.72 eV.

Geometry (Å):
Tc  -0.08  -1.23  -0.63
C  2.86  -3.75  -2.65
C  2.44  -3.64  -3.96
C  1.46  -2.72  -4.28
C  0.87  -1.96  -3.27
N  1.26  -2.11  -1.97
C  2.27  -2.94  -1.68
C  -0.18  -0.99  -3.49
C  -0.68  -0.59  -4.73
C  -1.69  0.35  -4.80
C  -2.21  0.88  -3.62
C  -1.71  0.45  -2.40
N  -0.70  -0.48  -2.35
C  -2.23  0.79  -1.09
C  -3.36  1.44  -0.73
C  -3.77  1.46  0.64
C  -3.06  0.88  1.63
C  -1.82  0.15  1.35
N  -1.49  0.12  -0.09
H  3.63  -4.45  -2.36
H  2.89  -4.26  -4.73
H  1.14  -2.60  -5.31
H  3.12  -3.93  -0.01
H  -0.28  -1.01  -5.65
H  -2.07  0.67  -5.75
H  -3.00  1.60  -3.65
H  -3.97  1.94  -1.46
H  -4.68  2.00  0.88
H  -3.37  0.95  2.66
H  -0.63  -0.72  2.88
S  0.47  -3.07  1.07
C  2.02  -2.26  0.74
C  2.45  -1.25  1.57
C  3.62  -0.55  1.31
C  3.84  0.66  1.98
N  3.87  1.70  2.47
C  4.50  -1.03  0.28
C  4.20  -2.13  -0.45
C  2.90  -2.88  -0.30
S  0.47  -4.79  0.13
C  5.69  -0.30  0.02
N  6.61  0.33  -0.21
H  1.84  -0.96  2.41
H  4.87  -2.50  -1.21
N  0.91  4.66  1.51
C  1.36  4.59  0.24
O  1.31  5.51  -0.54
C  1.88  3.25  -0.19
C  3.15  3.13  -0.73
C  3.54  1.91  -1.26
C  2.63  0.86  -1.24
N  1.42  0.96  -0.70
C  1.06  2.12  -0.18
H  0.61  5.56  1.85
H  1.13  3.95  2.19
H  3.82  3.98  -0.74
H  4.52  1.78  -1.69
H  2.88  -0.08  -1.69
H  0.06  2.19  0.23
C  -0.50  3.36  5.26
C  -0.08  2.08  5.57
C  -0.18  1.07  4.63
C  -0.67  1.34  3.35
C  -1.08  2.63  3.05
C  -1.01  3.63  4.00
C  -0.66  0.22  2.34
C  -1.91  -1.09  0.51
C  -3.16  -1.81  0.25
C  -3.92  -2.26  1.33
C  -5.11  -2.92  1.12
C  -5.55  -3.17  -0.17
C  -4.78  -2.76  -1.25
C  -3.59  -2.09  -1.05
H  -0.43  4.15  6.00
H  0.32  1.85  6.55
H  0.13  0.07  4.88
H  -1.47  2.86  2.07
H  -1.35  4.63  3.76
H  0.26  0.30  1.75
H  -3.57  -2.07  2.34
H  -5.70  -3.25  1.96
H  -6.49  -3.67  -0.34
H  -5.11  -2.97  -2.26
H  -3.01  -1.77  -1.90